# 1
Molecular formula: C5H10CuO4
Method: DFT, ωB97M-V with the def2-TZVPD basis set

The gap between HOMO and LUMO (alpha / beta) is 5.6 / 7.4 eV. As for the spin multiplicity: 2. The calculation puts the HOMO energy (alpha / beta) at -7.42 / -9.18 eV. Its energy relative to the best compared isomer or geometry (same formula, charge and spin) is 0.6343 eV.

Geometry (Å):
Cu: 5.1504 -0.3793 0.8887
O: 2.9897 0.5840 1.5749
O: 1.5595 1.3658 0.0171
O: 3.5708 0.6587 -0.5551
O: -1.3953 0.9190 -0.4556
C: -2.2460 -1.7906 -1.2339
C: -0.7146 1.9902 0.3824
C: 0.5439 1.4599 1.0125
C: 2.7488 0.8617 0.3737
C: -1.1991 -2.7019 -0.6954
H: -1.4525 -3.7584 -0.8819
H: -1.0934 -2.5974 0.4001
H: 0.8728 2.1387 1.8130
H: -0.4944 2.8650 -0.2491
H: -3.1895 -1.6868 -0.6911
H: -2.2647 -1.5486 -2.2993
H: 0.3640 0.4673 1.4532
H: -2.1370 1.3364 -0.9006
H: -0.2142 -2.4955 -1.1367
H: -1.3993 2.3116 1.1831

Forces on atoms 1 to 2 (eV/Å):
Cu -2.020 1.146 -0.544
O 0.362 -0.268 0.427



# 2
Molecular formula: C5H10CuO4
Method: DFT, ωB97M-V with the def2-TZVPD basis set

The gap between HOMO and LUMO (alpha / beta) is 7.0 / 8.1 eV. As for the spin multiplicity: 2. The calculation puts the HOMO energy (alpha / beta) at -8.17 / -9.35 eV. Its energy relative to the best compared isomer or geometry (same formula, charge and spin) is 0.0000 eV.

Geometry (Å):
Cu: -1.8949 -0.3759 4.3395
O: -1.7060 0.7618 2.5479
O: -2.2252 -1.4088 2.5316
O: -2.0659 -0.2323 0.6143
O: 0.6598 -0.5221 -3.1625
C: -0.2918 0.2596 -3.9312
C: -2.5633 -1.3602 -0.1097
C: -2.0199 -0.3069 1.9766
C: -2.6068 -1.0234 -1.5495
C: 0.3389 1.4260 -4.6686
H: -0.1820 2.3614 -4.4199
H: -1.0886 0.6184 -3.2569
H: -0.7547 -0.4434 -4.6381
H: -2.7315 -1.8338 -2.2679
H: -1.9242 -2.2378 0.0788
H: -3.5676 -1.6147 0.2783
H: 0.2840 1.2753 -5.7563
H: -2.8673 -0.0098 -1.8588
H: 1.1160 0.0788 -2.5537
H: 1.3960 1.5438 -4.3879

Forces on atoms 1 to 2 (eV/Å):
Cu 0.024 0.080 -0.538
O -0.106 -0.052 0.811



# 3
Molecular formula: C5H10F2N
Method: DFT, ωB97M-V with the def2-TZVPD basis set

Its net charge is +1. Its SMILES is CC(=C(F)F)[NH+](C)C. The gap between HOMO and LUMO (alpha / beta) is 9.4 / 9.4 eV. As for the spin multiplicity: 1. The calculation puts the HOMO energy (alpha / beta) at -13.22 / -13.22 eV. Its energy relative to the best compared isomer or geometry (same formula, charge and spin) is 1.2029 eV.

Geometry (Å):
F: -1.6843 -2.4519 1.7500
F: -2.6255 -0.8247 0.7430
N: -0.4123 0.4460 -0.3691
C: -0.1806 -0.7889 0.3295
C: 1.2483 -1.1285 0.7871
C: 0.0992 0.4062 -1.7569
C: 0.1859 1.6692 0.3093
C: -1.5262 -1.4826 0.9261
H: 0.2085 1.6776 1.4149
H: 1.2419 1.6345 -0.0276
H: -0.5642 -0.3140 -2.2565
H: -0.1339 1.2725 -2.3685
H: 1.8984 -0.9558 -0.0950
H: 1.6341 -0.5349 1.6930
H: -0.3910 2.6788 0.2004
H: 1.0906 -2.1475 1.1035
H: 1.2792 0.1365 -1.8011
H: -1.3681 0.7074 -0.5822

Forces on atoms 1 to 2 (eV/Å):
F 0.659 -0.214 -0.486
F -0.711 -0.058 -0.492



# 4
Molecular formula: C5H10F6MoO5S2SbSe2
Method: DFT, ωB97M-V with the def2-TZVPD basis set

Its net charge is +2. The gap between HOMO and LUMO (alpha / beta) is 6.6 / 5.1 eV. As for the spin multiplicity: 2. The calculation puts the HOMO energy (alpha / beta) at -16.75 / -16.75 eV. Its energy relative to the best compared isomer or geometry (same formula, charge and spin) is 0.6280 eV.

Geometry (Å):
Sb: 0.1142 -0.1201 4.8481
Mo: 0.0143 -0.6809 0.5110
Se: 1.8032 -1.8724 -0.5422
Se: -1.7530 -1.7647 -0.6547
S: -0.0456 4.6953 -0.2066
S: 0.1170 1.1145 -0.5713
F: 1.4075 -1.1854 4.0705
F: -1.3720 0.9121 4.6217
F: -0.9621 -1.5883 4.4418
F: 0.3685 -0.3303 6.6242
F: -0.2992 -0.1792 2.2635
F: 1.1256 1.2896 4.2780
O: -0.0418 -2.5082 1.8705
O: 0.2457 4.5414 1.1746
O: -1.3916 4.6175 -0.6521
O: 1.0109 4.6526 -1.1553
O: -0.0848 -5.9207 -1.4207
C: -0.1121 -3.9320 1.6759
C: -1.2948 -3.6613 -0.5280
C: -0.0770 -5.7198 -0.0226
C: 1.2914 -3.7462 -0.4002
C: -0.0486 -4.1888 0.1906
H: -0.1431 -2.2638 2.8172
H: 2.1210 -4.2015 0.1433
H: -1.2716 -3.9266 -1.5893
H: -1.0448 -4.3055 2.0969
H: 1.3772 -4.0539 -1.4468
H: -2.1949 -4.1108 -0.1043
H: 0.8087 -6.1543 0.4489
H: -0.1296 -6.8626 -1.6308
H: 0.7247 -4.4041 2.1893
H: -0.9605 -6.1356 0.4683

Forces on atoms 1 to 2 (eV/Å):
Sb -0.232 0.215 -0.242
Mo -0.086 1.471 0.521



# 5
Molecular formula: C5H10FN2
Method: DFT, ωB97M-V with the def2-TZVPD basis set

Its net charge is -1. The gap between HOMO and LUMO is 7.1 eV. As for the spin multiplicity: 1. The calculation puts the HOMO energy at -3.46 eV. Its energy relative to the best compared isomer or geometry (same formula, charge and spin) is 0.0000 eV.

Geometry (Å):
F: 0.8690 1.6128 2.6029
N: 1.5223 2.3623 -0.3746
N: -1.4765 1.0167 -1.1073
C: -0.8171 -0.1734 -0.6387
C: 0.7467 -0.1303 -0.6007
C: -1.3439 -0.5167 0.7523
C: 1.4276 -1.1694 0.2944
C: 1.2358 1.2397 -0.4563
H: 1.1987 -0.9746 1.3622
H: -0.8949 0.1737 1.4825
H: 1.1377 -0.2653 -1.6656
H: -1.0648 -1.0103 -1.3210
H: 1.0131 -2.1616 0.0660
H: 2.5128 -1.2016 0.1167
H: -2.4325 -0.3688 0.7736
H: -1.1268 -1.5617 1.0275
H: -1.4632 1.7573 -0.3582
H: -1.0440 1.3710 -1.9558

Forces on atoms 1 to 2 (eV/Å):
F -0.260 -0.446 -0.124
N -0.158 -1.515 -0.594



# 6
Molecular formula: C5H10FN2S
Method: DFT, ωB97M-V with the def2-TZVPD basis set

Its net charge is +1. Its SMILES is CC1=[NH+]CCCN1SF. The gap between HOMO and LUMO is 9.6 eV. As for the spin multiplicity: 1. The calculation puts the HOMO energy at -14.23 eV. Its energy relative to the best compared isomer or geometry (same formula, charge and spin) is 1.4694 eV.

Geometry (Å):
S: -1.9850 1.1624 -2.1377
F: -3.3518 0.3438 -2.3557
N: 0.1782 0.1702 0.9845
N: -1.0645 -0.0456 -0.9378
C: 1.3763 -0.3430 0.5238
C: -2.0257 1.0086 1.1353
C: -0.0565 -0.9844 -1.4915
C: 1.2923 -0.3302 -1.0217
C: -0.9345 0.3725 0.2739
H: 2.2029 -0.8351 -1.3300
H: -0.0817 -1.9811 -1.0605
H: 1.5080 -1.3354 0.9337
H: -1.6470 1.0851 2.1827
H: 2.2760 0.2485 0.8269
H: 0.2286 0.6220 1.9636
H: -2.9144 0.4152 1.0756
H: 1.4298 0.7114 -1.3988
H: -2.3160 1.9475 0.6620
H: -0.1350 -0.8111 -2.5886

Forces on atoms 1 to 2 (eV/Å):
S 0.654 -2.682 1.987
F 0.697 0.406 0.095



# 7
Molecular formula: C5H10FNS
Method: DFT, ωB97M-V with the def2-TZVPD basis set

Its SMILES is FCC1(CS)CNC1. The gap between HOMO and LUMO is 9.2 eV. As for the spin multiplicity: 1. The calculation puts the HOMO energy at -8.58 eV. Its energy relative to the best compared isomer or geometry (same formula, charge and spin) is 4.9147 eV.

Geometry (Å):
S: 2.6703 -0.6794 -0.1490
F: 1.1905 2.1413 -0.1487
N: -2.0608 -0.5664 -0.2016
C: 0.0496 -0.0166 0.0124
C: -0.8965 -1.0122 0.7706
C: 1.0710 -0.4151 -0.8352
C: 0.5297 1.2898 0.8278
C: -1.2387 0.4280 -0.8404
H: -0.8147 -0.8910 1.8111
H: -1.2668 0.4876 -1.9168
H: -0.1912 1.7137 1.4819
H: -3.2518 -0.6220 -0.1658
H: 2.6306 -1.8791 0.7470
H: 1.3312 0.8327 1.5768
H: 1.5411 0.6072 -1.2604
H: -0.3754 -2.0571 0.5991
H: 0.5534 -1.0569 -1.5881
H: -1.4715 1.6954 -0.7207

Forces on atoms 1 to 2 (eV/Å):
S 1.395 -3.264 1.914
F -1.397 -0.493 2.184



# 8
Molecular formula: C5H10FeO5
Method: DFT, ωB97M-V with the def2-TZVPD basis set

Its net charge is +1. The gap between HOMO and LUMO (alpha / beta) is 4.0 / 6.1 eV. As for the spin multiplicity: 6. The calculation puts the HOMO energy (alpha / beta) at -10.52 / -12.70 eV.

Geometry (Å):
Fe: -2.1340 -1.6984 -4.2860
O: -2.1870 0.9598 1.8780
O: -0.7896 -0.5498 -3.5323
O: 2.8315 -0.3354 -0.3860
O: -2.5864 -1.2587 -2.4989
O: -1.1220 0.0887 -1.4379
C: 1.9592 -0.4822 1.8156
C: -1.2914 0.8957 0.8022
C: 3.0005 0.1199 0.9521
C: -1.5164 -0.5765 -2.4928
C: -1.9445 0.0398 -0.2612
H: 2.9497 1.2220 0.9956
H: -0.2863 0.4567 1.1145
H: 4.0115 -0.1632 1.3077
H: -2.9418 0.4284 -0.5035
H: -1.8535 1.5778 2.5563
H: 1.6322 -1.5036 1.6136
H: 3.5603 -0.0236 -0.9301
H: -2.0364 -1.0001 0.0762
H: -1.0764 1.8972 0.3922
H: 1.8209 -0.0945 2.8247

Forces on atoms 1 to 2 (eV/Å):
Fe -0.048 -0.423 -0.914
O -0.126 0.268 0.548